Molecular formula: C24H26IrN4Si
Method: DFT, ωB97M-V with the def2-TZVPD basis set

Calculated values
* charge: +2
* HOMO-LUMO gap (spin up / spin down): 3.88 / 3.29 eV
* <S²>: 8.8344
* total energy: -41961.71296 eV
* energy relative to the best compared isomer or geometry (same formula, charge and spin): 60.6 kcal/mol
* spin multiplicity: 6
* HOMO level (spin up / spin down): -9.775 / -13.330 eV

Geometry as XYZ:
```
56
C24H26IrN4Si (ωB97M-V with the def2-TZVPD basis set)
C -1.516 -0.981 0.192
C -1.658 -0.252 -1.037
C -0.695 -0.770 -1.967
H -2.387 0.533 -1.229
C 0.066 -1.790 -1.306
C -0.452 -1.928 0.031
H -0.072 -2.604 0.797
H -2.110 -0.843 1.098
H -0.567 -0.462 -3.000
H 0.874 -2.380 -1.736
Ir 0.340 0.117 -0.308
C 1.142 1.707 -1.251
H 1.707 1.034 -1.930
H 1.821 2.348 -0.701
H 0.309 2.279 -1.682
Si 1.381 2.430 -3.815
C 0.959 4.127 -4.467
C -0.362 4.073 -4.952
H -0.892 3.115 -5.000
C -1.035 5.229 -5.377
H -2.091 5.175 -5.660
C -0.350 6.453 -5.431
H -0.869 7.361 -5.759
C 1.004 6.500 -5.071
H 1.550 7.451 -5.157
C 1.663 5.349 -4.596
H 2.724 5.423 -4.348
C 2.146 1.456 -5.180
C 2.053 1.930 -6.500
H 1.925 2.998 -6.696
C 2.082 1.029 -7.570
H 1.933 1.390 -8.589
C 2.284 -0.336 -7.342
H 2.265 -1.043 -8.173
C 2.529 -0.782 -6.038
H 2.725 -1.842 -5.863
C 2.508 0.112 -4.962
H 2.743 -0.238 -3.953
H 0.167 1.617 -3.683
H 2.286 2.727 -2.630
N 1.076 1.699 3.418
C -0.306 1.892 3.479
C -0.820 1.519 2.273
N 0.244 1.112 1.479
C 1.384 1.214 2.181
C 2.539 0.591 1.567
N 2.299 -0.021 0.402
C 3.471 -0.601 -0.047
C 4.450 -0.313 0.858
N 3.857 0.430 1.881
H 1.760 1.891 4.143
H -0.799 2.242 4.368
H -1.839 1.486 1.908
H 3.516 -1.147 -0.979
H 5.496 -0.570 0.870
H 4.302 0.817 2.713
```

From a natural (NBO) analysis of the wavefunction, the atomic charges in e read: C -0.197; C -0.279; C -0.264; H 0.278; C -0.231; C -0.303; H 0.283; H 0.282; H 0.267; H 0.268; Ir 1.088; C -0.833; H 0.204; H 0.236; H 0.217; Si 1.092; C -0.406; C -0.271; H 0.208; C -0.059; H 0.219; C -0.219; H 0.231; C -0.206; H 0.241; C -0.207; H 0.212; C -0.222; C -0.081; H 0.252; C -0.215; H 0.261; C 0.014; H 0.255; C -0.182; H 0.252; C -0.188; H 0.232; H -0.163; H -0.082; N -0.536; C -0.043; C -0.097; N -0.491; C 0.270; C 0.253; N -0.496; C -0.100; C -0.040; N -0.534; H 0.437; H 0.252; H 0.233; H 0.222; H 0.248; H 0.439

Molecular formula: C24H26N2O4S
Method: DFT, ωB97M-V with the def2-TZVPD basis set

Calculated values
* charge: 0
* HOMO-LUMO gap: 9.15 eV
* total energy: -47316.13892 eV
* energy relative to the best compared isomer or geometry (same formula, charge and spin): 11.2 kcal/mol
* HOMO level: -8.968 eV

Geometry as XYZ:
```
57
C24H26N2O4S (ωB97M-V with the def2-TZVPD basis set)
C 0.706 -1.365 0.722
C -0.019 -0.098 0.426
C -0.828 0.211 -0.635
C -1.274 -0.604 -1.798
O -2.394 -0.531 -2.257
N -0.323 -1.448 -2.258
C -0.544 -2.325 -3.400
C -0.258 -3.778 -3.017
C 1.244 -4.038 -2.975
C 1.825 -3.860 -4.373
C 1.427 -2.547 -4.989
C 2.179 -2.027 -6.038
C 1.832 -0.835 -6.644
C 0.717 -0.139 -6.205
C -0.039 -0.647 -5.168
C 0.303 -1.850 -4.557
O -1.347 1.466 -0.528
C -0.866 1.996 0.607
C -1.099 3.269 1.113
C -0.490 3.589 2.310
C 0.320 2.666 2.968
S 1.058 3.129 4.543
O 2.213 2.305 4.743
O 1.198 4.554 4.573
N -0.024 2.728 5.748
C -0.345 1.324 5.875
C -1.672 1.118 5.121
C -2.298 2.523 5.044
C -1.281 3.443 5.746
C 0.578 1.413 2.468
C -0.026 1.066 1.260
H 0.233 -2.210 0.228
H 1.745 -1.298 0.396
H 0.709 -1.541 1.795
H 0.623 -1.360 -1.925
H -1.605 -2.206 -3.646
H -0.718 -3.990 -2.050
H -0.715 -4.434 -3.760
H 1.440 -5.051 -2.618
H 1.725 -3.344 -2.283
H 2.914 -3.936 -4.345
H 1.460 -4.667 -5.017
H 3.049 -2.570 -6.378
H 2.430 -0.448 -7.455
H 0.439 0.794 -6.673
H -0.911 -0.115 -4.818
H -1.727 3.968 0.585
H -0.607 4.566 2.750
H -0.467 1.098 6.938
H 0.485 0.738 5.486
H -1.491 0.724 4.121
H -2.314 0.416 5.650
H -2.439 2.824 4.007
H -3.264 2.563 5.544
H -1.573 3.617 6.787
H -1.138 4.404 5.258
H 1.243 0.748 2.995
```

From a natural (NBO) analysis of the wavefunction, the atomic charges in e read: C -0.646; C -0.069; C 0.194; C 0.635; O -0.598; N -0.605; C -0.076; C -0.401; C -0.393; C -0.442; C 0.069; C -0.234; C -0.201; C -0.216; C -0.185; C -0.075; O -0.382; C 0.300; C -0.233; C -0.200; C -0.351; S 2.326; O -0.942; O -0.939; N -0.651; C -0.238; C -0.430; C -0.432; C -0.239; C -0.192; C -0.058; H 0.232; H 0.224; H 0.228; H 0.401; H 0.250; H 0.216; H 0.210; H 0.216; H 0.185; H 0.216; H 0.213; H 0.208; H 0.214; H 0.215; H 0.221; H 0.236; H 0.245; H 0.203; H 0.229; H 0.214; H 0.216; H 0.216; H 0.217; H 0.203; H 0.232; H 0.244

Molecular formula: C24H26N2O6S
Method: DFT, ωB97M-V with the def2-TZVPD basis set

Calculated values
* charge: 0
* HOMO-LUMO gap: 8.04 eV
* total energy: -51408.29093 eV
* energy relative to the best compared isomer or geometry (same formula, charge and spin): 43.2 kcal/mol
* HOMO level: -7.597 eV

Geometry as XYZ:
```
59
C24H26N2O6S (ωB97M-V with the def2-TZVPD basis set)
C 4.600 -3.592 -2.713
O 3.563 -2.785 -3.215
C 2.772 -2.117 -2.324
C 2.919 -2.202 -0.960
C 2.119 -1.466 -0.071
N 2.237 -1.741 1.248
C 1.321 -1.226 2.020
C 0.406 -0.243 1.641
S -0.930 -0.015 2.812
O -0.606 0.958 3.832
O -2.149 0.200 2.069
C -1.080 -1.625 3.605
C -1.499 -2.701 2.845
C -1.662 -3.933 3.454
C -1.409 -4.072 4.811
C -0.999 -2.984 5.564
C -0.833 -1.749 4.957
C 0.511 0.336 0.362
N 0.137 1.594 0.075
C 0.366 2.275 -1.179
C -0.969 2.528 -1.880
C -1.862 3.385 -0.978
C -1.965 2.759 0.426
C -0.568 2.478 0.976
O -1.329 4.698 -0.905
C -2.409 5.595 -0.766
C -3.651 4.775 -1.176
O -3.130 3.529 -1.580
C 1.204 -0.510 -0.585
C 0.981 -0.532 -1.970
C 1.718 -1.313 -2.837
O 1.351 -1.199 -4.147
C 1.697 -2.200 -5.080
H 5.109 -3.989 -3.590
H 5.306 -3.010 -2.113
H 4.210 -4.421 -2.113
H 3.635 -2.868 -0.508
H 1.314 -1.566 3.047
H -1.698 -2.559 1.794
H -1.987 -4.784 2.874
H -1.537 -5.035 5.284
H -0.809 -3.095 6.621
H -0.520 -0.876 5.509
H 1.057 1.722 -1.810
H 0.814 3.249 -0.951
H -1.496 1.596 -2.079
H -0.812 3.056 -2.820
H -2.532 1.830 0.371
H -2.488 3.440 1.097
H -0.630 2.069 1.978
H -0.010 3.421 1.024
H -2.227 6.445 -1.427
H -2.485 5.951 0.268
H -4.344 4.650 -0.335
H -4.185 5.205 -2.025
H 0.160 0.007 -2.411
H 1.093 -1.987 -5.962
H 1.456 -3.198 -4.708
H 2.756 -2.160 -5.344
```

From a natural (NBO) analysis of the wavefunction, the atomic charges in e read: C -0.252; O -0.504; C 0.252; C -0.322; C 0.255; N -0.491; C 0.085; C -0.516; S 2.156; O -0.946; O -0.958; C -0.222; C -0.199; C -0.211; C -0.192; C -0.199; C -0.225; C 0.336; N -0.364; C -0.226; C -0.432; C 0.545; C -0.472; C -0.217; O -0.545; C -0.097; C -0.100; O -0.522; C -0.172; C -0.251; C 0.315; O -0.513; C -0.241; H 0.200; H 0.183; H 0.180; H 0.235; H 0.202; H 0.234; H 0.220; H 0.217; H 0.219; H 0.247; H 0.235; H 0.214; H 0.219; H 0.230; H 0.247; H 0.217; H 0.237; H 0.205; H 0.189; H 0.173; H 0.172; H 0.193; H 0.223; H 0.188; H 0.176; H 0.187

Molecular formula: C24H26N4O4
Method: DFT, ωB97M-V with the def2-TZVPD basis set

Calculated values
* charge: 0
* HOMO-LUMO gap: 9.06 eV
* total energy: -39459.71249 eV
* energy relative to the best compared isomer or geometry (same formula, charge and spin): 61.0 kcal/mol
* HOMO level: -8.341 eV

Geometry as XYZ:
```
58
C24H26N4O4 (ωB97M-V with the def2-TZVPD basis set)
C -0.552 3.496 3.521
N 0.344 3.640 2.398
C 0.000 4.643 1.415
C -1.114 4.180 0.531
C -1.629 4.817 -0.630
C -2.596 3.961 -1.057
O -2.666 2.910 -0.238
N -1.746 3.054 0.741
C 1.248 2.695 2.020
O 1.978 2.870 1.061
C 1.304 1.444 2.873
C 1.940 0.270 2.121
C 2.702 -0.583 3.135
O 3.340 -0.077 4.038
N 2.685 -1.918 2.961
C 1.847 -2.625 2.026
C 1.529 -1.706 0.858
N 0.941 -0.488 1.378
C 0.322 0.297 0.312
C -0.869 -0.421 -0.259
C -2.045 -0.496 0.478
C -3.152 -1.141 -0.040
C -3.098 -1.737 -1.287
C -1.921 -1.681 -2.022
O -1.925 -2.238 -3.278
C -0.817 -2.899 -3.733
C 0.054 -3.589 -2.896
C 1.120 -4.284 -3.436
C 1.324 -4.306 -4.805
C 0.447 -3.633 -5.639
C -0.619 -2.931 -5.110
C -0.814 -1.011 -1.512
H -0.015 3.103 4.382
H -1.398 2.846 3.282
H -0.938 4.481 3.781
H 0.888 4.820 0.798
H -0.276 5.579 1.911
H -1.319 5.745 -1.059
H -3.273 3.978 -1.888
H 1.924 1.649 3.751
H 0.308 1.147 3.198
H 2.711 0.689 1.442
H 3.171 -2.454 3.667
H 2.373 -3.520 1.679
H 0.911 -2.932 2.510
H 0.806 -2.192 0.201
H 2.449 -1.504 0.279
H -0.031 1.236 0.739
H 1.049 0.533 -0.482
H -2.086 -0.033 1.450
H -4.068 -1.184 0.530
H -3.953 -2.244 -1.706
H -0.114 -3.590 -1.828
H 1.792 -4.817 -2.779
H 2.159 -4.850 -5.220
H 0.595 -3.652 -6.708
H -1.313 -2.403 -5.746
H 0.088 -0.946 -2.105
```

From a natural (NBO) analysis of the wavefunction, the atomic charges in e read: C -0.413; N -0.440; C -0.253; C 0.139; C -0.356; C 0.141; O -0.259; N -0.159; C 0.706; O -0.644; C -0.524; C -0.137; C 0.678; O -0.633; N -0.605; C -0.212; C -0.237; N -0.443; C -0.266; C 0.084; C -0.234; C -0.194; C -0.253; C 0.290; O -0.481; C 0.289; C -0.244; C -0.208; C -0.238; C -0.190; C -0.258; C -0.316; H 0.213; H 0.210; H 0.206; H 0.263; H 0.215; H 0.237; H 0.214; H 0.280; H 0.230; H 0.227; H 0.405; H 0.200; H 0.191; H 0.221; H 0.171; H 0.232; H 0.183; H 0.218; H 0.214; H 0.223; H 0.217; H 0.213; H 0.214; H 0.215; H 0.225; H 0.227

Molecular formula: C24H26N4PbSi
Method: DFT, ωB97M-V with the def2-TZVPD basis set

Calculated values
* charge: 0
* HOMO-LUMO gap: 4.80 eV
* total energy: -44390.55593 eV
* energy relative to the best compared isomer or geometry (same formula, charge and spin): 0.0 kcal/mol
* HOMO level: -5.438 eV

Geometry as XYZ:
```
56
C24H26N4PbSi (ωB97M-V with the def2-TZVPD basis set)
C 0.494 1.668 -0.323
C -0.488 2.205 -1.208
C -1.774 1.970 -0.642
H -0.308 2.769 -2.130
C -1.574 1.300 0.615
C -0.202 1.114 0.786
H 0.236 0.572 1.608
H 1.541 1.811 -0.473
H -2.772 2.230 -1.043
H -2.388 1.044 1.311
Pb -2.550 -2.011 0.402
C -1.115 -1.691 -1.102
H -0.372 -0.994 -0.783
H -0.771 -2.679 -1.296
H -1.878 -1.276 -1.849
Si 0.328 -0.418 -3.500
C 1.868 -0.820 -4.444
C 2.820 0.207 -4.469
H 2.454 1.181 -4.152
C 4.137 -0.042 -4.865
H 4.849 0.772 -4.883
C 4.491 -1.323 -5.308
H 5.522 -1.495 -5.676
C 3.524 -2.341 -5.389
H 3.792 -3.315 -5.812
C 2.190 -2.100 -4.936
H 1.427 -2.855 -5.010
C -0.966 0.582 -4.362
C -0.486 1.342 -5.444
H 0.489 1.137 -5.928
C -1.242 2.442 -5.879
H -0.811 3.151 -6.601
C -2.555 2.617 -5.379
H -3.159 3.467 -5.752
C -3.100 1.716 -4.436
H -4.120 1.879 -4.077
C -2.328 0.639 -3.993
H -2.801 -0.126 -3.349
H 0.926 -0.162 -2.151
H -0.369 -1.669 -3.262
N -0.113 -2.100 4.194
C -0.618 -0.908 4.704
C -1.548 -0.475 3.786
N -1.611 -1.370 2.734
C -0.784 -2.392 3.032
C -0.624 -3.609 2.219
N -1.293 -3.866 1.063
C -0.782 -5.029 0.541
C 0.164 -5.502 1.388
N 0.298 -4.593 2.433
H 0.597 -2.703 4.618
H -0.341 -0.493 5.648
H -2.206 0.382 3.815
H -1.164 -5.390 -0.391
H 0.725 -6.396 1.333
H 0.959 -4.601 3.209
```

From a Mulliken analysis of the wavefunction, the atomic charges in e read: C -1.403; C -0.004; C -1.076; H 0.542; C -0.341; C -0.145; H 0.307; H 0.468; H 0.411; H 0.536; Pb 0.833; C -0.844; H 0.093; H 0.660; H -0.209; Si 0.687; C 0.370; C -0.210; H 0.385; C -0.676; H 0.369; C -0.404; H 0.316; C -0.429; H 0.354; C -0.554; H 0.372; C 0.712; C -0.493; H 0.404; C -0.545; H 0.372; C -0.451; H 0.313; C -0.517; H 0.398; C -0.404; H 0.174; H -0.142; H -0.410; N -0.156; C -0.461; C -0.524; N -0.163; C 0.431; C 0.201; N -0.293; C -0.435; C -0.562; N -0.106; H 0.210; H 0.452; H 0.438; H 0.482; H 0.447; H 0.219

Molecular formula: C24H26N5NiO2
Method: DFT, ωB97M-V with the def2-TZVPD basis set

Calculated values
* charge: +1
* HOMO-LUMO gap (spin up / spin down): 6.79 / 6.82 eV
* <S²>: 2.0086
* total energy: -77893.95837 eV
* spin multiplicity: 3
* HOMO level (spin up / spin down): -10.292 / -10.357 eV

Geometry as XYZ:
```
58
C24H26N5NiO2 (ωB97M-V with the def2-TZVPD basis set)
Ni -0.646 -1.271 -1.063
C -3.650 -1.402 -1.973
O -2.672 -1.692 -0.962
C -3.094 -1.686 0.373
C -4.425 -1.663 0.740
C -4.755 -1.657 2.090
C -3.759 -1.676 3.055
C -2.427 -1.698 2.675
C -2.084 -1.696 1.332
N -0.762 -1.697 0.830
N 0.179 -1.603 1.671
C 1.470 -1.565 1.293
C 1.944 -1.602 -0.060
O 1.172 -1.755 -1.087
C 3.346 -1.472 -0.294
C 4.220 -1.362 0.732
C 3.800 -1.383 2.099
C 4.740 -1.331 3.144
C 4.332 -1.360 4.452
C 2.963 -1.428 4.743
C 2.029 -1.482 3.735
C 2.429 -1.470 2.389
H -4.164 -0.469 -1.745
H -4.362 -2.220 -2.048
H -3.107 -1.306 -2.907
H -5.209 -1.661 -0.004
H -5.797 -1.640 2.378
H -4.022 -1.675 4.105
H -1.632 -1.711 3.408
H 3.671 -1.479 -1.327
H 5.279 -1.254 0.525
H 5.794 -1.275 2.897
H 5.059 -1.333 5.252
H 2.636 -1.443 5.775
H 0.976 -1.534 3.968
C 2.053 2.724 -3.452
C 1.726 1.304 -3.858
N 0.856 0.705 -2.852
C -0.001 1.386 -2.045
N -0.741 0.709 -1.184
C -1.603 1.455 -0.270
C -2.142 2.701 -0.942
C -0.964 3.540 -1.373
N -0.029 2.732 -2.159
C 0.763 3.454 -3.157
H 2.597 3.232 -4.247
H 2.679 2.716 -2.557
H 2.632 0.705 -3.923
H 1.245 1.288 -4.839
H 1.019 -0.262 -2.616
H -1.053 1.721 0.640
H -2.423 0.808 0.037
H -2.787 3.266 -0.270
H -2.726 2.412 -1.820
H -0.447 3.938 -0.496
H -1.277 4.384 -1.986
H 0.975 4.442 -2.749
H 0.176 3.590 -4.070
```

From a natural (NBO) analysis of the wavefunction, the atomic charges in e read: Ni 1.404; C -0.249; O -0.577; C 0.252; C -0.273; C -0.180; C -0.205; C -0.203; C 0.117; N -0.401; N -0.104; C -0.048; C 0.438; O -0.801; C -0.310; C -0.064; C -0.142; C -0.152; C -0.217; C -0.178; C -0.215; C 0.072; H 0.197; H 0.205; H 0.208; H 0.231; H 0.231; H 0.232; H 0.240; H 0.227; H 0.222; H 0.217; H 0.226; H 0.222; H 0.223; C -0.421; C -0.209; N -0.612; C 0.650; N -0.750; C -0.225; C -0.425; C -0.202; N -0.419; C -0.204; H 0.237; H 0.217; H 0.220; H 0.195; H 0.421; H 0.197; H 0.205; H 0.236; H 0.206; H 0.201; H 0.216; H 0.220; H 0.198